Entry 1:
Computed, not measured: a molecular structure, C25H50Br10NO4S2 in a non-equilibrium geometry, with ωB97M-V/def2-TZVPD.

Geometry as XYZ:
```
92
Properties=species:S:1:pos:R:3:lowdin_charge:R:1
C 1.59119 -3.93068 3.04653 -0.005
C 0.85131 -4.89781 2.49192 -0.229
C 1.19641 -5.52619 1.17791 -0.245
S 0.41279 -4.80015 -0.28934 0.545
O -0.19559 -5.94113 -0.95768 -0.360
O 1.47417 -4.14727 -1.04347 -0.388
N -0.78334 -3.83728 0.13463 -0.330
S -0.53611 -2.43604 0.88253 0.516
O -1.24403 -2.38274 2.15584 -0.351
O 0.84068 -1.98165 0.91061 -0.339
C -1.43488 -1.35203 -0.23727 -0.227
C -0.68211 -0.07298 -0.59460 -0.242
C -0.91272 1.16886 0.26138 -0.234
C -0.93259 1.00312 1.78612 -0.194
C -2.33386 0.81041 2.37035 -0.221
C -2.30881 0.41095 3.83730 -0.218
C -3.71342 0.21553 4.41740 -0.203
C -4.52669 -0.87554 3.69189 -0.202
C -5.82131 -0.36214 3.04635 -0.217
C -6.91675 -1.41679 2.86667 -0.228
C -6.42041 -2.75267 2.26379 -0.245
C -6.06485 -3.83136 3.31340 -0.108
H 2.53225 -3.63954 2.59443 0.065
H 1.25977 -3.35925 3.90242 0.060
H -0.02951 -5.25551 3.01334 0.100
H 0.86651 -6.56441 1.16366 0.086
H 2.27181 -5.51812 1.01131 0.095
H -2.42793 -1.19183 0.17599 0.088
H -1.55856 -1.93440 -1.14650 0.085
H -1.03002 0.19359 -1.59755 0.059
H 0.37792 -0.29983 -0.70550 0.096
H -0.10164 1.85610 0.01271 0.034
H -1.82890 1.66207 -0.08039 0.093
H -0.26406 0.20888 2.11805 0.104
H -0.54662 1.93519 2.21548 0.108
H -2.87770 0.06394 1.79100 0.084
H -2.87251 1.76053 2.27297 0.118
H -1.72668 -0.49907 3.99004 0.107
H -1.81808 1.20670 4.40938 0.110
H -4.24597 1.17188 4.40617 0.099
H -3.62900 -0.06809 5.46973 0.101
H -3.90061 -1.36629 2.94457 0.099
H -4.80215 -1.64414 4.41535 0.097
H -5.60476 0.11466 2.08556 0.110
H -6.21563 0.43048 3.69074 0.100
H -7.66289 -1.01245 2.17618 0.096
H -7.43172 -1.59792 3.81359 0.103
H -5.54500 -2.52535 1.65686 0.099
H -7.21592 -3.14353 1.63068 0.091
H -5.04980 -4.19158 3.15029 0.071
H -6.09692 -3.42404 4.32289 0.054
H -6.75245 -4.67312 3.24551 0.060
Br -0.01487 3.54476 -2.09496 0.707
C -1.54838 4.08142 -3.15363 -0.697
C -2.54204 2.95049 -3.23535 -0.676
Br -1.89375 1.52925 -4.40421 0.609
H -1.17369 4.37042 -4.12964 0.023
H -1.97606 4.95156 -2.66153 0.050
H -3.48089 3.29499 -3.66330 0.056
H -2.72876 2.49148 -2.26989 0.040
Br 0.05103 7.29184 -3.94445 0.621
C 1.18554 6.40475 -5.25396 -0.685
C 2.25023 5.56384 -4.60416 -0.689
Br 3.67866 6.65553 -3.86141 0.598
H 1.60020 7.18624 -5.88175 0.046
H 0.51952 5.77792 -5.84283 0.057
H 2.72499 4.92177 -5.34221 0.064
H 1.86664 4.95857 -3.78767 -0.006
Br 4.22430 -2.24650 -4.34432 0.569
C 3.14900 -2.09449 -2.72097 -0.687
C 1.74223 -2.57624 -2.91725 -0.690
Br 0.65164 -1.29618 -3.91999 0.587
H 3.19683 -1.05410 -2.41818 0.044
H 3.64746 -2.71224 -1.97841 0.047
H 1.26234 -2.68174 -1.94880 0.009
H 1.68766 -3.51760 -3.45217 0.058
Br 2.97568 5.26274 0.17728 0.601
C 4.64646 6.23540 0.34631 -0.708
C 5.84180 5.32712 0.23694 -0.705
Br 6.11491 4.28594 1.85589 0.603
H 4.61041 6.76219 1.29410 0.047
H 4.64555 6.95381 -0.47113 0.042
H 6.75020 5.91134 0.10899 0.055
H 5.74565 4.61836 -0.57881 0.051
Br 6.29510 -1.01018 -1.02304 0.637
C 7.44639 -2.31097 -1.89241 -0.696
C 8.50804 -1.64196 -2.72493 -0.701
Br 7.78097 -0.94609 -4.38733 0.582
H 6.80352 -2.95845 -2.48109 0.033
H 7.90136 -2.88057 -1.08525 0.056
H 9.27321 -2.35699 -3.01865 0.053
H 8.96867 -0.80746 -2.20702 0.045
```

Properties
* E_HOMO: -0.22633 Eh
* total charge: -1

=====

Entry 2:
Computed, not measured: a molecular structure, C25H50N2O2P2Ru in a non-equilibrium geometry, with ωB97M-V/def2-TZVPD.

Geometry as XYZ:
```
82
Properties=species:S:1:pos:R:3:lowdin_charge:R:1
Ru 0.30795 0.22162 -0.34807 0.559
C 0.92340 -1.33937 -1.22160 -0.342
O 1.28076 -2.33359 -1.69115 0.162
C -0.38957 1.66780 0.65972 -0.287
O -0.83943 2.56257 1.28806 0.110
P -1.72080 0.19932 -1.76426 1.105
C -3.25935 -0.53752 -0.94776 -0.496
H -4.08830 -0.44089 -1.65337 0.098
C -2.37658 1.79993 -2.50621 -0.418
H -2.20329 2.51374 -1.68454 0.141
C -1.55305 -0.90771 -3.27804 -0.440
H -1.29242 -1.88025 -2.83218 0.131
C 3.90393 -0.37895 -0.18425 -0.468
P 2.48654 0.40813 0.78550 1.114
H 3.50071 -0.12271 2.95756 0.120
H 3.56456 -1.42066 -0.29856 0.095
C 3.21176 2.09400 1.22001 -0.481
H 4.29475 1.89839 1.28133 0.131
C -1.61059 2.30097 -3.74375 -0.054
H -2.09670 1.97743 -4.67345 0.107
H -0.56369 1.98459 -3.76469 0.075
H -1.61773 3.39858 -3.74770 0.136
C -3.88765 1.79213 -2.81651 -0.039
H -4.10942 2.55535 -3.57668 0.128
H -4.48583 2.02080 -1.92883 0.103
H -4.22076 0.82886 -3.22453 0.083
C -2.80625 -1.10240 -4.14463 -0.031
H -3.69688 -1.39132 -3.57071 0.091
H -2.61340 -1.91268 -4.86198 0.140
H -3.03710 -0.20790 -4.73888 0.103
C -0.37270 -0.45309 -4.15087 -0.083
H 0.08483 -1.33390 -4.61827 0.133
H 0.40176 0.05722 -3.56587 0.058
H -0.70382 0.20917 -4.96208 0.099
C -3.07339 -2.03068 -0.64014 -0.083
H -3.43533 -2.67037 -1.45158 0.103
H -3.62139 -2.30103 0.27180 0.100
H -2.01685 -2.27823 -0.47369 0.027
C -3.62753 0.24864 0.30837 -0.082
H -2.86827 0.09344 1.08099 0.031
H -4.57595 -0.11302 0.72076 0.118
H -3.70213 1.32766 0.13819 0.086
C 5.28950 -0.40461 0.49127 -0.040
H 5.25069 -0.47859 1.58706 0.088
H 5.88394 0.47825 0.22004 0.110
H 5.84512 -1.28238 0.12669 0.132
C 4.01339 0.24128 -1.58305 -0.077
H 4.30652 1.29824 -1.52937 0.084
C 1.41161 -0.27283 3.28881 -0.114
H 3.06889 0.15843 -2.13085 0.059
H 4.78781 -0.29039 -2.14972 0.128
C 2.84394 -2.04200 2.20494 -0.078
H 0.68304 -1.06797 3.14206 0.049
H 1.63913 -0.29068 4.35723 0.125
H 0.91933 0.67699 3.06694 0.044
C 2.64027 -0.53236 2.42105 -0.485
H 2.46193 -2.60047 3.07154 0.105
H 3.90527 -2.28825 2.09234 0.095
H 2.30997 -2.39561 1.31059 0.059
C 2.75243 2.68319 2.56460 -0.071
H 1.67228 2.89010 2.55846 0.075
H 3.26598 3.64102 2.72203 0.116
H 2.98656 2.03816 3.41753 0.082
C 2.98222 3.12745 0.10667 -0.089
H 3.17426 2.71857 -0.88988 0.056
H 3.66283 3.97429 0.26399 0.115
H 1.95559 3.51644 0.13056 0.080
H 0.21610 -0.74073 1.13160 0.119
H -0.85945 -0.79000 0.41080 0.083
N -0.99025 -3.08115 1.53207 0.312
C -1.43333 -2.06983 2.36056 -0.287
C -2.17799 -2.32637 3.48943 0.089
C -2.52509 -1.30885 4.32703 0.064
C -2.16094 0.00085 4.08756 0.074
C -1.44547 0.29251 2.96518 -0.075
N -1.17085 -0.73951 2.09302 -0.064
H -0.34539 -3.02906 0.74327 0.124
H -1.27451 -3.98926 1.80753 0.146
H -2.40180 -3.33364 3.64832 0.138
H -3.09632 -1.53846 5.22597 0.163
H -2.39618 0.79523 4.76164 0.153
H -1.14577 1.35793 2.90702 0.131
```

Properties
* E_HOMO (spin up / spin down): -0.69963 / -0.77745 Eh
* multiplicity: 5
* total charge: +4
* expectation value of S²: 6.051

=====

Entry 3:
Computed, not measured: a molecular structure, C25H51AsCuIN5S2Si4Te, with ωB97M-V/def2-TZVPD.

Geometry as XYZ:
```
91
Properties=species:S:1:pos:R:3:lowdin_charge:R:1
Cu 0.89122 0.69744 -1.35207 0.012
C -0.28020 0.82155 4.48629 -0.418
S 0.72340 2.25069 3.97151 0.797
C 0.70927 2.01472 2.21410 -1.078
S -0.88338 2.51511 1.54636 0.474
N 1.80210 1.67312 1.66382 -0.102
N 1.97369 1.45573 0.34810 -0.118
C 3.22361 1.68369 -0.06922 -0.150
C 3.60386 1.41361 -1.39197 -0.297
C 4.90911 1.69785 -1.87218 -0.038
C 5.24060 1.41294 -3.16515 -0.089
C 4.27685 0.82716 -4.01160 -0.088
C 3.02679 0.58044 -3.49319 -0.152
N 2.67046 0.86370 -2.23672 0.015
H -0.50533 0.94925 5.54305 0.032
H -1.20184 0.80757 3.90679 0.012
H 0.28721 -0.09384 4.33038 -0.006
H 3.93387 2.12848 0.62138 0.121
H 5.62466 2.14564 -1.19404 0.109
H 6.23202 1.63106 -3.54063 0.101
H 4.50752 0.58424 -5.03874 0.091
H 2.25554 0.12501 -4.10580 0.092
I -1.47604 -2.36636 -6.15325 0.846
C -0.99477 -1.89078 -4.19149 -0.761
C -1.15416 -2.67899 -3.07491 -0.140
N -0.73359 -1.94158 -2.03410 -0.001
N -0.32786 -0.72580 -2.40262 -0.026
C -0.47746 -0.67738 -3.71930 -0.210
H -1.52568 -3.68444 -2.97472 0.120
H -0.73618 -2.13389 -1.03343 0.042
H -0.22576 0.20979 -4.27751 0.110
C -2.45982 -4.09392 0.53399 -0.180
Si -2.50398 -3.29350 2.25067 0.415
C -3.16376 -4.51520 3.52873 -0.185
C -3.59378 -1.75773 2.18653 -0.180
C -0.76815 -2.78533 2.77923 -0.567
Te 0.25561 -1.41055 1.44213 1.256
C 1.59112 -2.93858 0.69426 -0.562
Si 3.18779 -2.95329 1.71455 0.408
C 2.79346 -3.14770 3.55043 -0.188
C 4.25300 -4.39916 1.12957 -0.186
C 4.04814 -1.31079 1.39867 -0.178
H -3.25770 -4.83319 0.43687 0.031
H -1.51223 -4.60672 0.34841 0.026
H -2.61026 -3.34747 -0.24919 0.006
H -4.17429 -4.84378 3.27630 0.028
H -3.20085 -4.05454 4.51815 0.029
H -2.53064 -5.40234 3.59647 0.029
H -4.54554 -1.96286 1.69185 0.037
H -3.09464 -0.95816 1.63566 -0.006
H -3.81162 -1.38614 3.19076 0.036
H -0.10772 -3.65018 2.86044 0.001
H -0.80308 -2.31625 3.76557 0.001
H 1.82073 -2.68277 -0.34250 0.002
H 1.04716 -3.88444 0.70487 0.002
H 2.31909 -4.10648 3.77304 0.029
H 2.12399 -2.35339 3.88735 0.007
H 3.70551 -3.08713 4.14809 0.032
H 3.75287 -5.35697 1.28852 0.026
H 5.20443 -4.42612 1.66508 0.027
H 4.47448 -4.31065 0.06369 0.028
H 3.48022 -0.48134 1.82878 0.009
H 4.14260 -1.11967 0.32639 0.031
H 5.04923 -1.29374 1.83467 0.035
C -0.99446 4.57031 -3.22287 -0.209
Si -0.47195 4.39915 -1.41343 0.305
C -1.32074 5.68709 -0.32369 -0.219
C 1.40113 4.60493 -1.32098 -0.214
As -0.92923 2.19691 -0.66544 0.718
Si -3.31102 1.98869 -0.78781 0.333
C -4.13373 2.07336 0.91151 -0.235
C -4.18058 3.20809 -1.94259 -0.215
C -3.51841 0.22884 -1.46581 -0.228
H -0.68073 5.53548 -3.62493 0.032
H -2.07540 4.49318 -3.34953 0.001
H -0.53031 3.78842 -3.82920 0.025
H -1.06918 6.70473 -0.62977 0.030
H -1.00698 5.56089 0.71445 0.014
H -2.40813 5.58483 -0.35342 0.014
H 1.71004 5.61474 -1.59958 0.032
H 1.90134 3.89808 -1.98794 0.021
H 1.76159 4.40656 -0.30886 0.025
H -4.08768 3.08186 1.32875 0.028
H -3.63152 1.40844 1.61498 -0.010
H -5.18190 1.77396 0.85041 0.034
H -4.00395 4.24314 -1.64359 0.015
H -5.25817 3.03328 -1.92862 0.033
H -3.83458 3.08641 -2.97072 0.020
H -2.92915 -0.45904 -0.85542 -0.003
H -3.14051 0.17208 -2.48989 0.018
H -4.55669 -0.11006 -1.46317 0.033
```

Properties
* E_HOMO (spin up / spin down): -0.19337 / -0.25477 Eh
* multiplicity: 2
* total charge: 0
* expectation value of S²: 0.773

=====

Entry 4:
Computed, not measured: 5 unconnected molecules or ions with the total composition C25H51Br2ClN2O19P4 in a non-equilibrium geometry, with ωB97M-V/def2-TZVPD.

Geometry as XYZ:
```
104
Properties=species:S:1:pos:R:3:lowdin_charge:R:1
C -3.63136 -4.13321 -2.69705 -0.151
C -3.37661 -3.93489 -1.05564 -0.271
C -4.13976 -2.55293 -0.53193 -0.557
Br -3.31303 -1.04661 -1.60650 0.707
C -4.07861 -2.33014 1.08939 -0.365
C -3.66885 -3.71473 1.93494 -0.074
N -3.16393 -4.89832 2.20098 0.136
C -3.01111 -1.18475 1.59596 -0.192
C -1.41884 -1.62389 1.32867 -0.169
C -0.65492 -2.06747 2.72893 -0.081
C 0.08149 -3.54864 2.62075 -0.254
O 0.65198 -4.01827 3.76010 -0.059
O 0.11610 -4.38240 1.39182 -0.044
C -5.65146 -2.01686 1.56528 -0.604
Cl -5.76458 -1.65750 3.41829 0.609
C -6.58995 -3.38776 1.36406 -0.117
N -7.21877 -4.32350 0.68200 0.136
C -6.30306 -0.70446 0.82549 -0.166
C -7.78776 -0.96507 0.15484 -0.589
O -8.85547 -0.78618 0.97746 -0.085
Br -7.99712 -1.47558 -1.80929 0.620
H -3.28591 -5.23491 -3.00068 0.089
H -3.00326 -3.39293 -3.35003 0.057
H -4.78977 -4.10452 -2.89692 0.085
H -2.22478 -3.94206 -0.85208 0.103
H -3.84314 -4.92124 -0.57131 0.121
H -5.25039 -2.64537 -0.96096 0.084
H -3.24481 -0.09454 1.16899 0.118
H -3.07143 -1.05028 2.78089 0.107
H -0.89421 -0.62641 0.94836 0.129
H -1.39097 -2.44304 0.49354 0.086
H -1.40236 -2.16004 3.65419 0.134
H 0.16050 -1.26894 3.07898 0.129
H -0.52327 -5.14852 1.59069 0.117
H -6.46017 0.14564 1.64854 0.134
H -5.63859 -0.22272 -0.00861 0.095
C 4.63398 1.64059 2.11008 -0.144
O 4.83273 0.31298 2.57454 -0.332
P 3.73875 -0.31592 3.75798 0.791
O 2.54464 0.35078 3.06689 -0.258
O 4.35592 0.70740 4.89213 -0.271
C 5.70999 0.52854 5.25826 -0.133
O 2.64468 -0.94482 4.94143 -0.269
C 3.07091 -2.16916 5.50214 -0.157
H 5.57385 1.99793 1.68136 0.088
H 3.87405 1.64482 1.32101 0.083
H 4.34105 2.31349 2.91831 0.087
H 6.31152 1.31665 4.79742 0.089
H 6.08780 -0.44751 4.94032 0.083
H 5.79762 0.60829 6.34512 0.091
H 4.05262 -2.05240 5.96722 0.075
H 3.11974 -2.93292 4.72089 0.076
H 2.34901 -2.48198 6.26021 0.095
C 0.02828 0.19605 -3.92058 -0.142
O 0.23859 0.13265 -5.32398 -0.362
P -0.65874 -1.03051 -6.23759 0.797
O -1.92106 -0.76604 -5.41018 -0.259
O 0.20083 -2.25533 -5.54815 -0.266
C 1.58751 -2.30716 -5.82013 -0.128
O -1.55617 -2.19369 -7.15120 -0.247
C -1.09997 -2.33296 -8.48070 -0.164
H 0.89416 0.68441 -3.46605 0.086
H -0.85828 0.80350 -3.70812 0.086
H -0.08220 -0.79744 -3.48171 0.086
H 2.13702 -1.96122 -4.94052 0.090
H 1.85295 -1.68542 -6.68006 0.084
H 1.87035 -3.34264 -6.02763 0.091
H -0.04672 -2.62317 -8.49224 0.077
H -1.22923 -1.38676 -9.01368 0.082
H -1.69097 -3.10503 -8.97897 0.091
C 0.22577 0.82761 6.35969 -0.140
O -0.59106 1.93242 6.72015 -0.331
P -0.91270 3.14103 5.52490 0.782
O -1.06635 2.07729 4.43273 -0.254
O 0.65650 3.63918 5.58672 -0.263
C 1.11356 4.19194 6.80537 -0.134
O -1.23437 4.34964 4.32954 -0.251
C -1.84823 5.50756 4.85632 -0.168
H 0.62379 0.38258 7.27532 0.092
H -0.38084 0.07270 5.84755 0.082
H 1.06217 1.13090 5.72701 0.077
H 1.74368 3.45868 7.31588 0.089
H 0.28156 4.47093 7.45839 0.081
H 1.71171 5.08134 6.58981 0.090
H -1.22079 5.94956 5.63391 0.075
H -2.82553 5.24732 5.27253 0.080
H -1.98671 6.23267 4.05091 0.090
C 1.10693 2.76174 -5.54185 -0.151
O 2.01941 3.84952 -5.49839 -0.326
P 3.60859 3.61509 -6.14053 0.782
O 3.05758 2.79723 -7.31334 -0.253
O 3.97796 2.60352 -4.89367 -0.266
C 3.99663 3.15790 -3.59295 -0.133
O 5.19782 3.38062 -6.78277 -0.250
C 6.08639 4.43451 -6.47480 -0.168
H 0.32614 2.93951 -4.79781 0.095
H 0.63499 2.71616 -6.52945 0.090
H 1.59609 1.81264 -5.31433 0.062
H 3.09732 2.84213 -3.05735 0.087
H 4.03582 4.25068 -3.62125 0.081
H 4.87432 2.78307 -3.05962 0.090
H 6.16653 4.55947 -5.39237 0.075
H 5.72652 5.36201 -6.92900 0.080
H 7.07171 4.19787 -6.88319 0.090
```

Properties
* E_HOMO: -0.35412 Eh
* structure (SMILES): CC[C@H](Br)[C@@](C#N)(CCCC(=O)O)[C@](Cl)(C#N)CC(=O)Br.COP(=O)(OC)OC.COP(=O)(OC)OC.COP(=O)(OC)OC.COP(=O)(OC)OC
* total charge: 0

=====

The highest total charge belongs to which entry?
C25H50N2O2P2Ru